#one
Density functional theory data (ωB97M-V/def2-TZVPD) for a molecular structure, C2H3BrCl2Si.

Computed properties:
Lowest unoccupied orbital energy in eV: -1.370
Gap between HOMO and LUMO in eV: 7.072

Geometry as XYZ:
```
9
Properties=species:S:1:pos:R:3:lowdin_charge:R:1
C 0.98912 -0.45045 -0.47169 -0.36
C 0.14539 0.04913 0.50928 -0.41
Si -1.63626 0.15911 0.43516 -0.20
Cl -2.54124 -0.09222 -1.22371 0.46
Cl -2.73774 0.83287 1.95089 0.38
Br 2.96021 1.00312 -0.88407 0.04
H 1.66686 -1.30807 -0.28681 0.06
H 0.78360 -0.31481 -1.53039 0.02
H 0.37007 0.12133 1.50134 0.00
```

***

#two
Density functional theory data (ωB97M-V/def2-TZVPD) for a molecular structure, C2H3BrCl2Si.

Computed properties:
Lowest unoccupied orbital energy in eV: -1.364
Gap between HOMO and LUMO in eV: 8.337

Geometry as XYZ:
```
9
Properties=species:S:1:pos:R:3:lowdin_charge:R:1
C 1.14806 0.97849 0.29363 -0.06
C 0.72856 -0.21108 -0.02934 -0.37
Si -1.06409 -0.81941 -0.17704 -0.28
Cl -1.17575 -2.07043 -1.78785 0.32
Cl -1.63658 -1.47364 1.60104 0.38
Br -2.23320 1.85514 -0.53974 -0.11
H 2.31133 1.00026 0.41968 0.11
H 0.56540 1.79821 0.35903 -0.03
H 1.35626 -1.05755 -0.13942 0.04
```

***

The computed energies, referenced to the most stable structure and given in hartree, are #one 0.0581; #two 0.0000.

***

#one
Density functional theory data (ωB97M-V/def2-TZVPD) for C4H8N2O3S in the gas phase.

Computed properties:
Lowest unoccupied orbital energy in eV: 0.098
Gap between HOMO and LUMO in eV: 9.759

Geometry as XYZ:
```
18
Properties=species:S:1:pos:R:3:lowdin_charge:R:1
C -0.68345 0.01878 -0.02033 -0.12
C 1.47202 -0.73698 0.28402 -0.02
C 0.67595 -1.18185 1.60064 -0.14
C 0.72893 0.45119 -1.81749 -0.02
N 0.47029 0.02326 -0.54419 -0.15
N -0.66244 -0.78395 1.30916 0.04
O -2.65553 1.04938 -1.57307 -0.32
O -1.38707 2.35395 0.06708 -0.31
O -2.97891 0.65180 0.81262 -0.29
S -2.14166 1.15017 -0.20221 0.42
H 2.22740 0.05306 0.55656 0.14
H 1.94281 -1.55190 -0.31507 0.13
H 0.70515 -2.17465 1.73054 0.07
H 0.96516 -0.57381 2.42662 0.12
H 0.59217 -0.41035 -2.42875 0.11
H 0.30357 1.40959 -2.00649 0.11
H 1.78963 0.67483 -1.84127 0.10
H -1.36401 -0.42250 1.96161 0.12
```

***

#two
Density functional theory data (ωB97M-V/def2-TZVPD) for 2 unconnected molecules or ions with the total composition C4H8N2O3S.

Computed properties:
Lowest unoccupied orbital energy (alpha / beta) in eV: 0.534 / 0.533
Gap between HOMO and LUMO (alpha / beta) in eV: 7.622 / 7.621

Geometry as XYZ:
```
18
Properties=species:S:1:pos:R:3:lowdin_charge:R:1
C -0.71738 -0.30451 -1.61162 -0.29
C -1.76749 -1.89460 0.54352 0.02
C 0.68812 1.40839 1.23316 -0.30
C 0.08420 1.53049 -0.18213 -0.17
N 0.10735 0.32300 1.99575 -0.01
N 0.29750 0.29405 -0.95646 0.05
O -0.58843 -1.41846 -2.17417 -0.32
O -1.48995 -2.97677 0.69402 0.07
O 1.44779 -1.85661 -0.71255 -0.70
S 0.80133 -2.51288 -1.85669 0.82
H 1.71419 0.99229 1.17963 0.11
H 0.80056 2.35666 1.89728 0.14
H 0.50362 2.48440 -0.72648 0.14
H -1.03658 1.63422 -0.03812 0.13
H -1.55793 0.22380 -1.99752 0.15
H -0.82170 0.56470 2.08915 0.02
H 1.13768 -0.27494 -0.88280 0.07
H 0.39714 -0.57325 1.50602 0.08
```

***

The computed energies, referenced to the most stable structure and given in hartree, are #one 0.0000; #two 0.0359.

***

#one
Density functional theory data (ωB97M-V/def2-TZVPD) for 2 unconnected molecules or ions with the total composition C3H10O2S2.

Computed properties:
Multiplicity: 2
Lowest unoccupied orbital energy (alpha / beta) in eV: -5.648 / -8.524
Gap between HOMO and LUMO (alpha / beta) in eV: 8.132 / 5.243
Charge: +1

Geometry as XYZ:
```
17
Properties=species:S:1:pos:R:3:mulliken_spin:R:1
C 0.26765 1.13427 -1.18545 0.02
C -0.87011 0.13701 -0.87944 0.02
O -1.54977 -0.17263 -2.07891 0.00
C 1.20659 1.02504 -0.00030 -0.01
S 0.44886 1.74022 1.50246 0.66
S 1.91579 0.90882 2.84756 0.27
H -0.11230 2.15753 -1.25680 0.00
H 0.73558 0.84252 -2.13892 0.00
H -0.54734 -0.69110 -0.24320 -0.01
H -1.62319 0.60000 -0.20364 0.00
H -0.97261 -0.56587 -2.73530 0.00
H 2.12273 1.58761 -0.17117 0.03
H 1.58552 -0.00296 0.10733 0.01
H 0.94018 0.52792 3.70700 0.01
H -1.57281 -3.48071 0.35343 0.00
H -0.97637 -2.94303 1.65915 0.00
O -0.99838 -2.80464 0.71620 0.00
```

***

#two
Density functional theory data (ωB97M-V/def2-TZVPD) for 2 unconnected molecules or ions with the total composition C3H10O2S2.

Computed properties:
Multiplicity: 2
Lowest unoccupied orbital energy (alpha / beta) in eV: -4.401 / -8.044
Gap between HOMO and LUMO (alpha / beta) in eV: 9.844 / 6.222
Charge: +1

Geometry as XYZ:
```
17
Properties=species:S:1:pos:R:3:mulliken_spin:R:1
C -0.75122 -1.19384 -0.74981 0.02
C 0.68078 -1.50707 -0.31439 0.00
O 1.18938 -0.49698 0.57377 0.01
C -1.56679 -0.88625 0.51684 0.01
S -2.78689 0.39860 0.46453 0.57
S -1.56867 1.97526 0.39983 0.36
H -0.77972 -0.40415 -1.50839 0.00
H -1.12474 -2.09467 -1.25987 0.00
H 1.39647 -1.52103 -1.12581 0.00
H 0.72516 -2.45418 0.19799 0.00
H 1.31755 0.30619 0.05444 0.00
H -2.05185 -1.77834 0.91057 0.00
H -0.86590 -0.62270 1.31247 0.01
H -2.30288 2.71371 1.26126 0.01
H 3.16642 1.87446 -0.53173 0.00
H 2.68279 3.29126 -0.28114 0.00
O 2.64011 2.39971 0.07943 0.00
```

***

The computed energies, referenced to the most stable structure and given in hartree, are #one 0.0235; #two 0.0000.